C47H70IN10O4P | ωB97M-V/def2-TZVPD

```
133
Properties=species:S:1:pos:R:3:forces:R:3:mulliken_charge:R:1
C -4.032765 -4.435971 -0.172005 0.1 -0.5 -0.8 -0.8677
C -3.090921 -3.754650 -1.275903 1.6 -1.2 0.7 -0.2679
O -3.678701 -3.611836 -2.587068 0.2 0.5 2.1 -0.3978
P -4.774858 -2.262102 -2.721116 -0.2 0.2 -0.7 0.9798
C -6.148488 -3.491942 -3.131892 -0.4 -1.8 -0.8 -0.8314
C -6.951114 -4.074583 -1.864306 -1.0 0.2 -0.1 0.0008
C -8.546863 -3.821094 -1.963289 -2.6 0.7 3.2 0.1564
O -9.240675 -3.670786 -0.919813 3.1 -0.5 -3.7 -0.5602
O -9.257515 -3.802420 -3.198540 1.9 0.6 0.7 -0.4854
C -3.603712 -1.425250 -3.966388 1.3 -0.5 -0.5 -0.3657
C -2.039705 -1.682556 -3.694016 0.8 1.9 -0.4 0.4924
O -1.484411 -2.798335 -4.436084 -0.3 0.2 1.9 -0.5144
C -1.271555 -0.362876 -4.265994 -0.1 -0.7 -0.2 -0.7837
N -1.470249 0.849836 -3.380032 -1.7 -0.7 -0.9 -0.7158
C -5.918761 -0.735611 -2.803484 -0.7 1.3 2.0 -1.1543
I -6.672383 -0.258240 -4.809760 0.0 -0.2 0.8 0.0538
C -7.098737 -0.731038 -1.676179 0.6 1.8 0.1 0.1058
C -7.119987 0.756731 -1.016731 -0.1 -0.1 0.5 -1.1225
H -4.654659 -5.232277 -0.731484 0.8 1.4 1.0 0.1414
H -3.423637 -5.040674 0.599628 -0.9 1.3 -1.1 0.4081
H -4.701336 -3.656227 0.320117 0.8 -1.2 -0.5 0.1801
H -2.193924 -4.473753 -1.409626 -1.3 1.1 0.1 0.3199
H -2.612202 -2.781512 -0.869584 -1.0 -1.3 -0.6 0.2507
H -4.584505 -1.953413 -1.312097 -0.1 -0.1 -0.8 -0.0970
H -5.631469 -4.401950 -3.619076 -0.8 1.6 0.7 0.4099
H -6.924117 -3.139283 -3.885461 1.1 -0.1 1.0 0.6400
H -6.641398 -3.602212 -0.873158 -0.6 -0.7 -1.4 -0.0192
H -6.820843 -5.208038 -1.737254 -0.1 1.7 -0.4 0.3741
H -9.552649 -2.887043 -3.421289 0.2 -0.9 0.5 0.3625
H -3.721243 -0.278526 -4.006931 -0.3 -2.0 0.0 -0.1179
H -3.822460 -1.897058 -4.997507 0.3 0.9 1.5 0.2793
H -1.767294 -1.701514 -2.570887 -0.6 -0.3 -1.7 -0.0516
H -1.144157 -3.402439 -3.735761 -0.4 0.4 -1.0 0.3560
H -0.147299 -0.539588 -4.379142 -1.6 -0.1 0.2 0.2255
H -1.714603 -0.165820 -5.298939 0.7 -0.2 1.2 0.3244
H -2.188984 0.571443 -2.677355 0.7 0.4 -0.5 0.2821
H -1.995852 1.509646 -3.991015 0.7 -0.2 0.9 0.2839
H -5.259436 0.171882 -2.514533 -0.9 -1.3 -0.7 0.6468
H -8.130761 -0.922203 -2.116265 1.4 -0.1 0.7 0.0959
H -6.823076 -1.430260 -0.810495 -0.6 0.7 -1.4 0.1150
H -7.991433 0.894917 -0.283996 1.1 -0.3 -1.1 0.1747
H -7.216256 1.583221 -1.798670 0.2 -1.2 0.9 0.2611
H -6.166612 0.945850 -0.391038 -1.4 -0.4 -1.2 0.3131
N 0.848984 0.719143 -1.504222 0.2 0.0 0.3 0.1928
C 1.676972 -0.334647 -1.784719 -0.1 0.1 0.0 -0.2772
C 2.638777 -0.392080 -0.804296 0.0 -0.2 -0.1 -0.6540
C 2.376508 0.663402 0.103021 0.0 0.1 0.1 -0.0197
C 1.265574 1.328893 -0.353514 -0.1 0.0 -0.1 -0.9545
H 0.050853 1.002319 -2.062136 0.0 0.0 -0.2 0.3129
H 1.512192 -0.950653 -2.655765 0.1 0.0 0.1 0.3615
H 3.440266 -1.114266 -0.746887 -0.1 0.1 0.0 0.3894
H 2.937110 0.909161 0.992016 -0.1 0.0 -0.1 0.3192
H 0.737507 2.183746 0.041432 0.1 -0.1 0.0 0.3983
N -10.292247 0.527036 1.563621 -0.1 0.1 -0.1 0.0006
C -11.166410 -0.228152 0.827509 0.0 -0.1 -0.1 -0.4559
C -12.399560 0.373098 0.887661 0.1 -0.2 -0.1 -0.4819
C -12.263569 1.537155 1.684612 0.1 0.2 0.1 -0.3964
C -10.952190 1.608024 2.085388 0.0 0.1 0.1 -0.4945
H -9.316502 0.320151 1.699333 -0.2 0.0 0.0 0.2411
H -10.836282 -1.126556 0.327288 -0.1 0.0 0.1 0.4563
H -13.299649 0.015553 0.410030 0.1 0.0 0.0 0.3960
H -13.039309 2.245036 1.936437 0.1 -0.1 0.0 0.3834
H -10.433215 2.331251 2.695931 -0.1 -0.1 0.0 0.3689
N 4.391072 0.241372 3.163807 0.0 -0.1 0.0 0.1188
C 4.677316 0.736666 4.409670 -0.2 0.2 0.1 -1.1772
C 4.204731 -0.156535 5.340003 0.1 0.2 0.0 -0.0641
C 3.616858 -1.232939 4.630694 -0.1 -0.1 -0.2 -0.5383
C 3.748873 -0.961854 3.290160 0.0 0.0 0.0 -0.5873
H 4.618187 0.691705 2.291712 0.0 -0.1 0.1 0.3038
H 5.189799 1.680479 4.525417 -0.1 0.0 0.0 0.5881
H 4.275604 -0.047792 6.412127 0.0 0.0 -0.1 0.4523
H 3.149364 -2.109552 5.053777 0.1 0.1 0.0 0.4402
H 3.441038 -1.518809 2.418117 0.0 0.1 0.1 0.4107
N 7.734449 0.128398 4.867615 0.2 -0.1 -0.1 0.1664
C 8.562602 -0.924768 4.588541 0.0 0.1 0.0 -0.4924
C 9.524481 -0.979886 5.568167 0.0 -0.2 -0.2 -0.3430
C 9.263326 0.075692 6.475018 0.0 0.2 0.1 -0.5475
C 8.150893 0.740843 6.018523 -0.1 0.1 -0.1 -0.6931
H 6.939946 0.409457 4.312166 0.2 -0.2 0.2 0.1628
H 8.397842 -1.541834 3.718405 0.0 0.0 0.1 0.4107
H 10.326370 -1.700913 5.625877 0.0 0.1 0.0 0.3791
H 9.825977 0.321908 7.363873 -0.1 0.0 -0.1 0.5224
H 7.621745 1.596286 6.412479 0.0 -0.1 0.0 0.5699
N -5.168751 3.207357 -4.850519 0.1 0.1 0.0 0.1634
C -5.620409 3.620488 -6.074534 -0.1 0.0 0.0 -0.3890
C -4.999397 4.807932 -6.376739 -0.2 -0.2 -0.1 -0.5045
C -4.136472 5.119919 -5.297119 0.1 0.0 0.2 -0.5852
C -4.259663 4.113128 -4.371142 0.0 0.0 0.0 -0.3622
H -5.459043 2.367148 -4.376294 0.0 0.1 -0.2 0.1337
H -6.343779 3.036430 -6.622907 0.1 0.1 0.0 0.3107
H -5.148782 5.387050 -7.275838 0.0 -0.1 0.1 0.3870
H -3.495852 5.984771 -5.207665 -0.1 -0.1 0.0 0.3994
H -3.781334 3.963988 -3.414589 0.0 0.1 -0.1 0.4132
N -1.302217 -1.570657 -8.297803 0.0 0.0 0.0 0.0243
C -2.208895 -2.044274 -9.207993 -0.1 0.0 0.0 -0.4680
C -2.270127 -1.150956 -10.249489 -0.1 -0.2 0.0 -0.4269
C -1.362604 -0.102191 -9.959767 0.2 0.1 0.1 -0.4525
C -0.777824 -0.389433 -8.750811 0.0 0.1 0.0 -0.4285
H -1.058202 -2.021511 -7.429875 0.0 0.0 -0.1 0.2066
H -2.731818 -2.972687 -9.035739 0.0 0.1 0.0 0.3795
H -2.897643 -1.242838 -11.123555 0.1 0.0 0.1 0.3934
H -1.159230 0.766298 -10.568563 0.0 -0.1 0.1 0.4018
H -0.036793 0.143828 -8.174729 -0.1 0.0 -0.1 0.3780
N 0.459861 1.896646 3.997820 -0.1 0.0 -0.1 0.1031
C -0.430214 1.153398 3.270816 0.0 -0.1 0.0 -0.3924
C -1.654188 1.773264 3.337002 0.1 -0.2 -0.1 -0.5577
C -1.494899 2.937604 4.129091 0.1 0.2 0.1 -0.5258
C -0.179388 2.989053 4.520530 0.0 0.0 0.0 -0.4729
H 1.434502 1.674551 4.127507 -0.1 0.0 0.0 0.2169
H -0.116797 0.248965 2.771677 0.0 0.1 0.0 0.4311
H -2.562966 1.427806 2.866558 0.1 0.0 0.0 0.4400
H -2.257819 3.658272 4.384025 0.1 -0.1 0.0 0.3818
H 0.355079 3.705882 5.125152 -0.1 -0.1 0.0 0.3716
N 13.393671 -2.657977 5.308701 0.0 0.0 0.0 0.0146
C 12.940444 -2.249075 4.082726 -0.1 0.0 -0.1 -0.6279
C 13.567729 -1.067976 3.771306 -0.2 -0.2 -0.1 -0.2714
C 14.436207 -0.755168 4.846533 0.1 0.0 0.2 -0.4479
C 14.309831 -1.755349 5.779226 0.0 0.1 0.1 -0.4997
H 13.099785 -3.492551 5.788957 0.1 0.1 -0.1 0.2063
H 12.211459 -2.831765 3.540325 0.1 0.1 0.0 0.4169
H 13.419092 -0.493293 2.869223 0.0 -0.1 0.1 0.4050
H 15.082622 0.106055 4.928627 -0.1 -0.1 0.0 0.4077
H 14.790240 -1.901653 6.734677 0.0 0.0 -0.1 0.3983
N 10.267695 3.562418 6.217549 0.0 0.1 0.0 0.1108
C 10.003870 4.905987 6.204502 0.0 0.0 0.0 -0.4275
C 11.196971 5.573747 6.336156 -0.2 0.1 0.0 -0.5234
C 12.218996 4.596653 6.426171 0.1 -0.2 0.0 -0.5676
C 11.615811 3.364959 6.347161 0.0 -0.1 0.0 -0.3744
H 9.576382 2.831255 6.142433 0.2 0.0 -0.1 0.2362
H 8.992552 5.270015 6.104463 0.1 0.0 0.0 0.3373
H 11.320417 6.646341 6.363328 0.0 -0.1 0.0 0.3778
H 13.278588 4.774499 6.535859 -0.1 0.0 0.0 0.3815
H 12.028626 2.367682 6.373124 0.0 0.1 0.0 0.4286
```
Positions in Å, forces in eV/Å.

Properties
DFT total energy, eV: -90349.042
Max |F|, eV Å⁻¹: 4.867
SMILES: CCO[PH](CCC(=O)O)(C[C@@H](O)CN)[C@@H](I)CC.c1cc[nH]c1.c1cc[nH]c1.c1cc[nH]c1.c1cc[nH]c1.c1cc[nH]c1.c1cc[nH]c1.c1cc[nH]c1.c1cc[nH]c1.c1cc[nH]c1
Molecular weight, u: 997.02
Energy relative to the best compared isomer or geometry (same formula, charge and spin), eV: 2.894